(1)
The following is a DFT calculation (ωB97M-V with the def2-TZVPD basis set) of C18H21NO2 in the gas phase.

Output
SMILES: CCC(C)(C)NC(=O)c1ccccc1Oc1ccccc1
Gap between HOMO and LUMO: 0.3381 Ha
E_LUMO: 0.77 eV
Highest occupied orbital energy: -8.427 eV

```
! RIJCOSX wB97M-V def2-TZVPD def2/J DEFGRID3
* xyz 0 1
C -3.6418 -2.8265 0.3126
H -4.0760 -2.9145 -0.6792
H -3.1906 -3.7830 0.5667
H -4.4371 -2.6303 1.0276
C -2.5751 -1.7396 0.3523
H -1.7746 -1.9976 -0.3420
H -2.1427 -1.6997 1.3560
C -3.0635 -0.3238 -0.0100
N -1.9287 0.5929 0.1414
C -0.7699 0.5309 -0.5499
O -0.5228 -0.2708 -1.4261
C 0.1985 1.6075 -0.1484
C -0.1416 2.9488 -0.2578
C 0.7804 3.9366 0.0393
C 2.0512 3.5839 0.4629
C 2.4025 2.2533 0.5901
C 1.4823 1.2564 0.2781
O 1.7374 -0.0687 0.4808
C 2.9694 -0.5884 0.1831
C 3.7724 -0.0977 -0.8404
C 4.9818 -0.7099 -1.1140
C 5.3959 -1.8094 -0.3819
C 4.5856 -2.3069 0.6253
C 3.3769 -1.7018 0.9113
H 2.7319 -2.0791 1.6894
H 4.8975 -3.1701 1.1944
H 6.3419 -2.2810 -0.6005
H 5.6010 -0.3257 -1.9112
H 3.4405 0.7473 -1.4255
H 3.3874 1.9762 0.9370
H 2.7739 4.3494 0.7029
H 0.5100 4.9768 -0.0592
H -1.1308 3.2147 -0.6022
H -1.9921 1.2710 0.8840
C -3.5611 -0.2484 -1.4551
H -4.4469 -0.8619 -1.5875
H -2.7827 -0.5916 -2.1299
H -3.8118 0.7801 -1.7074
C -4.1523 0.1592 0.9475
H -3.8245 0.0680 1.9814
H -5.0566 -0.4272 0.8180
H -4.3950 1.2010 0.7459
*
```

***

(2)
The following is a DFT calculation (ωB97M-V with the def2-TZVPD basis set) of 17 unconnected molecules or ions with the total composition C44H133N11O17.

Output
Gap between HOMO and LUMO: 0.3409 Ha
E_LUMO: 0.47 eV
Highest occupied orbital energy: -8.808 eV

```
! RIJCOSX wB97M-V def2-TZVPD def2/J DEFGRID3
* xyz 0 1
O -0.5537 -0.8423 -2.1764
H 0.1671 -0.7534 -1.5373
H -0.4331 -0.2692 -2.9408
O -1.0085 2.2093 -1.3438
H 0.0223 2.1389 -1.4742
H -1.2160 1.4454 -0.7583
O 3.7652 -1.2431 -0.2176
H 4.0547 -0.4730 -0.7350
H 2.8045 -0.9776 0.0126
O -2.4186 -3.7863 3.6343
H -2.9118 -4.3569 4.2227
H -2.1793 -4.2861 2.8616
O 0.7861 -0.5590 0.3899
H 0.3536 0.2189 0.7598
H 0.2019 -1.2517 0.7970
O -1.0979 0.8949 -4.2523
H -1.3834 1.3264 -3.4414
H -1.8006 0.2444 -4.3774
C 0.0610 -6.7361 -3.6794
C 0.6876 -5.4546 -3.0952
C 2.0504 -5.1484 -3.6396
O 3.0051 -6.1254 -3.1612
C 4.2346 -6.1741 -3.8688
N -0.2721 -4.3768 -3.3272
H -0.9646 -6.8714 -3.3087
H 0.7230 -7.5823 -3.4439
H 0.0014 -6.5877 -4.7849
H 0.8346 -5.6794 -2.0177
H 2.4046 -4.1132 -3.2990
H 2.1372 -5.1499 -4.7286
H 4.8569 -6.8637 -3.3241
H 4.6963 -5.1809 -3.9122
H 4.0780 -6.5752 -4.8812
H 0.1934 -3.4888 -3.1723
H -1.1165 -4.5106 -2.8227
C 1.1487 -3.6999 4.9143
C 2.4885 -2.9835 4.9758
C 2.5656 -2.0008 6.1815
O 3.7590 -1.3014 6.0766
C 3.9124 -0.3173 7.0978
N 3.5317 -4.0237 4.7862
H 0.3618 -2.9600 4.8010
H 0.9379 -4.2792 5.8328
H 1.1133 -4.3968 4.0649
H 2.6193 -2.3853 4.1091
H 2.4350 -2.4169 7.1640
H 1.6991 -1.3292 6.1977
H 3.0446 0.3706 7.0656
H 4.8490 0.1798 7.0544
H 3.7736 -0.8574 8.0828
H 3.6273 -4.5867 5.6331
H 4.4529 -3.6413 4.5880
C 0.0717 5.9547 -0.6352
C 1.2371 5.1169 -0.0863
C 2.2355 6.1005 0.5747
O 2.8230 6.9723 -0.3606
C 3.8478 6.4318 -1.1888
N 0.8134 4.1474 0.8868
H -0.7023 5.2796 -1.0365
H 0.3755 6.6237 -1.4247
H -0.2947 6.6452 0.1139
H 1.8393 4.7356 -0.9197
H 3.0679 5.5660 1.0105
H 1.8318 6.7169 1.3729
H 4.3732 7.3107 -1.5714
H 3.4281 5.9412 -2.1053
H 4.5600 5.7661 -0.6760
H 1.6139 3.5617 1.1431
H 0.1285 3.5241 0.4507
C 4.1294 1.0552 3.6140
C 3.2484 1.1600 2.3877
C 1.8681 1.5247 2.9244
O 1.3751 0.6235 3.8979
C 1.0755 1.3277 5.1193
N 3.6996 2.1626 1.4416
H 4.2763 2.0414 4.1208
H 5.0787 0.6194 3.3400
H 3.6688 0.3534 4.3036
H 3.1304 0.1677 1.8894
H 1.1169 1.4743 2.1210
H 1.9220 2.5775 3.2249
H 0.7283 0.5105 5.7826
H 0.2557 2.0415 4.9649
H 2.0001 1.7802 5.5471
H 4.2237 1.6518 0.7091
H 4.3201 2.8417 1.8669
C -6.1567 7.0468 -2.5550
C -6.4550 5.5321 -2.5650
C -5.2660 4.6048 -2.1644
O -4.0908 4.9482 -2.8104
C -2.9133 4.3113 -2.3171
N -7.6282 5.1708 -1.7770
H -5.2576 7.4345 -2.9865
H -6.3083 7.3986 -1.5728
H -6.9653 7.5898 -3.0342
H -6.6552 5.1442 -3.5631
H -5.4931 3.5532 -2.2600
H -5.0763 4.7327 -1.0613
H -2.9157 3.2056 -2.3491
H -2.6586 4.6358 -1.3092
H -2.1126 4.5378 -2.9980
H -8.4573 5.6598 -2.1266
H -7.5164 5.5014 -0.8192
C 1.6420 -3.7547 1.1653
C 0.1187 -3.6863 0.8861
C -0.5075 -5.0478 1.1917
O -1.9133 -5.0657 1.1658
C -2.5183 -5.1109 -0.1087
N -0.5866 -2.5768 1.5901
H 1.8381 -3.6962 2.2452
H 2.1137 -2.8776 0.7517
H 1.9740 -4.6894 0.8044
H -0.0190 -3.4653 -0.1907
H -0.1551 -5.3825 2.2018
H -0.1031 -5.8144 0.4904
H -3.5064 -5.6619 0.0438
H -1.8994 -5.7920 -0.7691
H -2.7132 -4.1680 -0.6269
H -0.3861 -2.5611 2.5887
H -1.5880 -2.6127 1.4496
C 2.0196 2.7261 -3.5485
C 2.6473 1.6576 -2.6951
C 4.1241 1.8782 -2.5726
O 4.6915 0.8928 -1.6739
C 6.0989 1.1732 -1.3837
N 1.9540 1.7120 -1.3866
H 2.0192 3.6940 -3.0494
H 1.0084 2.4230 -3.8212
H 2.6247 2.7900 -4.4751
H 2.5863 0.6210 -3.0395
H 4.3111 2.9389 -2.2214
H 4.5737 1.7662 -3.5494
H 6.0676 2.1468 -0.8122
H 6.6334 1.3555 -2.3481
H 6.4091 0.3666 -0.7673
H 2.3310 1.0539 -0.7060
H 2.0996 2.5971 -0.9298
C 6.5111 -5.8065 -0.5201
C 5.5843 -4.6335 -0.3157
C 6.4232 -3.4373 0.0882
O 6.9903 -3.6030 1.3762
C 7.8321 -2.5223 1.6855
N 4.9025 -4.2239 -1.5724
H 6.0105 -6.7091 -0.7845
H 7.0997 -5.9545 0.3608
H 7.2113 -5.6095 -1.3228
H 4.9004 -4.9386 0.4997
H 5.8031 -2.5514 0.0169
H 7.2216 -3.3280 -0.6053
H 7.3503 -1.5500 2.0485
H 8.3815 -2.2607 0.7635
H 8.5264 -2.8102 2.4799
H 4.3707 -4.9888 -1.9783
H 4.2449 -3.4990 -1.3174
C -7.5023 0.7618 -0.0532
C -6.3017 0.9035 0.8413
C -5.0990 0.1465 0.3198
O -3.9422 0.4894 1.0187
C -2.9228 -0.5051 0.8506
N -6.2279 2.3665 1.0803
H -8.3742 1.3257 0.3546
H -7.8360 -0.2519 -0.2734
H -7.3145 1.2518 -1.0211
H -6.5540 0.4732 1.7991
H -4.9767 0.3713 -0.8120
H -5.3837 -0.9189 0.4571
H -3.3301 -1.4832 1.2321
H -1.9861 -0.3441 1.3785
H -2.6414 -0.6386 -0.1708
H -5.5200 2.5969 1.7549
H -6.0054 2.9048 0.2369
C -2.5866 3.6856 1.7825
C -2.4865 5.2320 1.7011
C -3.8563 5.9080 1.6732
O -4.7381 5.5787 2.6701
C -6.0045 6.1535 2.5299
N -1.7000 5.8647 2.7733
H -3.1429 3.2521 0.9396
H -3.0471 3.4223 2.7484
H -1.6251 3.3017 1.7877
H -1.9293 5.3998 0.7798
H -4.2751 5.5648 0.6885
H -3.7070 6.9910 1.6549
H -6.4177 5.9089 1.5736
H -5.9869 7.2493 2.5570
H -6.6029 5.7647 3.3275
H -0.7530 5.4867 2.7550
H -2.1022 5.5833 3.6562
C -4.1689 -1.5925 -2.6413
C -3.3945 -2.2894 -3.7795
C -4.0388 -3.6649 -4.1917
O -4.0295 -4.5626 -3.0972
C -4.3800 -5.8702 -3.5023
N -3.1400 -1.3600 -4.8546
H -5.1568 -1.2621 -2.9298
H -3.6141 -0.7463 -2.2617
H -4.1693 -2.3301 -1.7548
H -2.4719 -2.5753 -3.2543
H -3.3602 -3.9979 -5.0362
H -5.0669 -3.5125 -4.5659
H -3.7550 -6.3062 -4.2656
H -5.3635 -5.8242 -3.9068
H -4.3277 -6.4383 -2.5856
H -2.6033 -1.7086 -5.6214
H -3.9587 -0.9060 -5.2622
*
```

***

(3)
The following is a DFT calculation (ωB97M-V with the def2-TZVPD basis set) of 2 unconnected molecules or ions with the total composition C2H3FO2.

Output
Gap between HOMO and LUMO (spin up / spin down): 0.3722 / 0.3751 Ha
E_LUMO (spin up / spin down): -0.77 / -0.67 eV
Highest occupied orbital energy (spin up / spin down): -10.896 / -10.880 eV

```
! RIJCOSX wB97M-V def2-TZVPD def2/J DEFGRID3
* xyz 0 1
C -0.4683 -0.3971 0.0430
C 0.2688 0.7916 0.5631
O -0.0746 -0.8584 -1.0469
O 0.0226 -2.1196 -2.4324
F -1.4777 -0.8719 0.7830
H 0.0005 1.3383 1.4729
H 0.4326 1.6354 -0.2529
H 1.2960 0.4815 0.8702
*
```

***

Calculated energy above the lowest of the compared OMol25 structures with the same formula, charge and spin, 0.099, 0.076, 5.868 eV (same order as the records).
Calculated maximum force, 0.59, 3.12, 4.92 eV/A (same order as the records).